Entry 1:
Molecular formula: C31H37ClF6N2O10S
Method: DFT, ωB97M-V/def2-TZVPD

Geometry as XYZ:
```
88
Properties=species:S:1:pos:R:3:forces:R:3:lowdin_charge:R:1
C 0.6244 -3.6606 -0.6815 0.260 0.365 0.229 -0.145
C 0.2960 -2.7487 -1.9637 0.561 -1.095 0.818 -0.270
C -0.6931 -1.6016 -1.5502 0.644 -0.281 -1.539 -0.569
Cl -2.1619 -2.4345 -0.8034 0.798 0.613 -0.338 0.662
C -0.1077 -0.4639 -0.6647 -1.286 2.650 1.705 -0.045
C -0.9900 0.6319 -0.1906 2.992 -0.600 0.493 0.004
C -2.5007 0.7527 -0.5273 -0.630 0.737 0.124 -0.475
F -2.7552 0.4478 -1.8586 0.090 0.122 2.047 0.073
F -3.3263 0.0344 0.3211 1.278 1.015 -1.650 0.071
F -2.9309 2.0783 -0.3830 0.713 -1.757 -0.224 0.068
C -0.4237 1.7475 0.6817 1.872 -1.018 -0.295 0.089
C 0.9681 1.8475 1.0745 -1.875 -0.738 -1.236 -0.009
C 1.4096 3.0479 1.9722 0.343 -0.561 0.406 -0.455
F 1.5812 2.6190 3.2929 -0.292 0.723 -1.822 0.084
F 0.4535 4.0500 1.9885 1.663 -1.263 -0.117 0.088
F 2.6213 3.5799 1.5984 -1.911 -0.513 0.364 0.114
C 1.9282 0.7999 0.5923 -1.605 1.376 0.610 -0.268
N 3.2891 0.8186 0.8683 -3.072 -2.561 -2.208 -0.192
S 3.7676 -0.5751 0.0657 -1.485 0.281 -0.057 1.026
N 2.3705 -1.1804 -0.5850 -0.234 2.181 1.191 -0.217
C 1.3299 -0.3218 -0.2439 1.923 0.018 0.318 -0.199
H 0.0660 -4.6397 -0.7195 0.803 1.030 -0.014 0.079
H 0.2972 -3.1576 0.2810 0.327 -0.484 -1.143 0.071
H 1.7367 -3.8165 -0.5557 -1.332 -0.072 -0.379 0.056
H -0.1394 -3.4505 -2.7389 0.001 1.194 0.825 0.110
H 1.2557 -2.3691 -2.4309 -1.200 -0.057 0.736 0.094
H -1.0723 -1.1306 -2.5074 0.267 -0.389 1.278 0.112
H -1.1134 2.5515 1.0243 0.623 -0.896 -0.391 0.114
O 0.0430 1.7751 -6.2196 -0.023 0.406 0.279 0.116
C -0.9556 2.2413 -5.7471 0.369 -0.554 -0.166 -0.487
O -0.9618 3.2454 -4.8311 0.122 -0.156 -0.251 0.029
C -2.3072 3.4881 -4.3942 -0.260 0.216 0.285 -0.158
C -3.1892 2.9464 -5.4992 -0.466 -0.026 -0.138 -0.161
C -2.3668 1.7866 -6.0311 -0.357 0.425 -0.074 -0.080
H -2.4638 2.9684 -3.4447 0.023 0.000 -0.036 0.117
H -2.4552 4.5568 -4.2398 0.252 -0.058 0.040 0.127
H -4.1831 2.6595 -5.1551 0.074 0.056 0.057 0.119
H -3.3089 3.7008 -6.2816 0.000 -0.031 0.075 0.120
H -2.5603 0.8634 -5.4807 0.075 -0.039 -0.103 0.130
H -2.5227 1.6373 -7.0979 0.194 -0.279 0.095 0.127
O 2.3293 -5.7402 1.3039 0.100 0.318 0.413 0.112
C 3.3810 -5.2004 1.5039 -0.419 -0.318 -0.504 -0.485
O 3.5495 -4.1730 2.3799 -0.160 -0.193 -0.077 0.026
C 4.8974 -3.6895 2.2968 0.278 0.239 0.151 -0.164
C 5.6974 -4.8349 1.7138 0.481 -0.137 -0.124 -0.156
C 4.6836 -5.5111 0.8092 0.406 -0.021 0.299 -0.076
H 4.9111 -2.8053 1.6546 -0.005 -0.059 -0.008 0.085
H 5.2486 -3.4099 3.2903 -0.264 0.032 -0.001 0.126
H 6.6004 -4.5098 1.1963 -0.080 0.071 0.037 0.119
H 5.9950 -5.5226 2.5104 -0.011 0.078 -0.022 0.119
H 4.6687 -5.0678 -0.1889 -0.063 -0.056 0.009 0.111
H 4.8491 -6.5855 0.7503 -0.252 0.052 -0.210 0.128
O -2.8914 0.3574 5.2154 0.029 0.213 -0.501 0.116
C -2.5120 1.4795 5.0276 0.017 -0.558 0.487 -0.485
O -1.9838 1.9121 3.8512 -0.238 -0.219 0.075 0.016
C -1.5339 3.2689 3.9970 0.128 0.370 -0.021 -0.171
C -2.3141 3.8211 5.1696 -0.206 0.440 0.214 -0.145
C -2.5029 2.5951 6.0444 -0.148 0.477 -0.232 -0.071
H -0.4588 3.2611 4.1800 -0.109 -0.044 0.030 0.108
H -1.7312 3.8207 3.0784 -0.015 -0.224 -0.022 0.118
H -1.8091 4.6458 5.6728 0.026 -0.040 -0.103 0.122
H -3.2892 4.1809 4.8283 0.075 0.020 0.009 0.114
H -1.6638 2.4480 6.7277 -0.095 -0.117 0.036 0.134
H -3.4425 2.6316 6.5929 0.156 -0.267 0.130 0.128
O 5.0937 -3.1033 -1.7345 0.461 -0.032 -0.011 0.080
C 5.4725 -2.6953 -2.7990 -0.366 0.128 0.385 -0.480
O 6.7802 -2.5681 -3.1361 -0.294 -0.165 0.232 0.035
C 6.8849 -1.9521 -4.4289 0.253 0.158 -0.352 -0.157
C 5.5526 -2.2088 -5.1007 -0.215 0.048 -0.430 -0.159
C 4.5927 -2.2114 -3.9250 0.150 -0.196 -0.464 -0.079
H 7.0829 -0.8857 -4.2913 -0.016 -0.046 0.038 0.129
H 7.7139 -2.3961 -4.9796 0.049 -0.018 0.262 0.127
H 5.3079 -1.4732 -5.8670 0.085 -0.015 0.055 0.121
H 5.5587 -3.1955 -5.5715 0.028 0.076 0.017 0.122
H 4.2333 -1.2072 -3.6891 -0.092 -0.082 0.087 0.133
H 3.7569 -2.8896 -4.0879 -0.097 0.173 0.299 0.128
O -5.8849 4.5651 3.2941 -0.258 -0.176 0.431 0.110
C -6.1682 3.4033 3.3962 0.471 0.384 -0.261 -0.489
O -6.7747 2.8606 4.4837 0.081 0.309 -0.187 0.026
C -6.8645 1.4359 4.3218 -0.081 -0.427 0.180 -0.154
C -6.7706 1.1980 2.8295 -0.037 -0.369 -0.328 -0.156
C -5.8677 2.3307 2.3768 -0.414 -0.345 -0.053 -0.078
H -6.0404 0.9704 4.8696 -0.004 0.040 -0.035 0.124
H -7.8081 1.0798 4.7351 0.066 0.225 0.122 0.126
H -6.3946 0.2070 2.5746 -0.012 0.041 0.103 0.120
H -7.7579 1.3111 2.3729 0.050 -0.023 0.054 0.120
H -4.8108 2.0610 2.4446 0.011 0.098 -0.071 0.124
H -6.1151 2.6661 1.3713 0.306 0.175 0.071 0.128
```
Forces are in eV/Å.

- molecular weight (g/mol) = 779.149
- net charge = 0
- highest occupied orbital energy (hartree) = -0.355
- LUMO energy (eV) = -1.760


Entry 2:
Molecular formula: C31H37F2O17Zr
Method: DFT, ωB97M-V/def2-TZVPD

Geometry as XYZ:
```
88
Properties=species:S:1:pos:R:3:forces:R:3:lowdin_charge:R:1
Zr -2.8084 1.7780 -0.2864 0.257 -2.431 -1.716 2.079
O 0.3959 -0.3798 0.4152 0.840 -1.113 -1.286 0.147
C -0.6805 0.2785 0.1598 -1.156 0.370 -1.173 -0.729
O -1.6567 -0.1641 -0.5368 0.007 0.189 0.397 -0.066
O -0.8125 1.4894 0.5710 -0.017 0.219 0.695 -0.106
H 0.5057 -1.2141 -0.2004 -0.782 1.643 1.814 0.135
O -3.3118 5.2960 0.0276 -0.369 2.548 0.464 0.204
C -3.2934 4.1660 -0.5896 -0.726 -0.844 1.840 -0.764
O -4.2688 3.4223 -0.7826 -0.631 0.404 -0.369 0.011
O -2.1263 3.6594 -0.5987 1.938 0.055 -1.058 -0.090
H -4.1673 5.6290 0.3487 -0.063 -0.425 -0.659 0.168
O -4.9561 -0.1641 -2.9135 -1.069 -0.213 2.120 0.233
C -4.3270 0.5545 -2.0347 3.724 2.995 -0.294 -0.657
O -4.4850 0.5268 -0.7903 -1.708 -1.338 0.633 -0.060
O -3.3558 1.4225 -2.3637 -1.330 -1.863 -0.314 -0.129
H -4.5264 -0.1903 -3.7495 0.904 0.358 -1.342 0.129
F 2.7344 -4.2210 -0.9118 -0.282 0.222 -0.236 0.058
C 3.1463 -2.9462 -1.0787 1.370 0.553 0.895 -0.242
C 4.4687 -2.6683 -0.6463 -1.314 -0.614 -0.344 -0.015
C 4.9695 -1.3721 -0.7370 0.015 -0.021 -0.085 -0.082
C 4.1669 -0.3776 -1.3367 -0.497 -0.870 1.067 -0.071
C 2.8071 -0.6898 -1.6196 0.842 2.373 -0.402 -0.078
C 2.2782 -1.9444 -1.5021 0.843 -1.434 0.373 -0.044
H 5.0004 -3.5269 -0.2254 0.081 0.516 -0.118 0.121
H 5.9660 -1.1719 -0.2805 -0.826 0.029 -0.754 0.120
H 4.5784 0.6306 -1.3923 -0.394 -0.190 -0.191 0.096
H 2.1132 0.1293 -1.9039 0.642 -0.678 -0.003 0.090
H 1.2519 -2.1815 -1.7000 -0.367 -0.089 -0.322 0.093
F 0.6698 -2.9377 -6.6044 -0.755 0.217 0.462 0.042
C -0.2270 -2.5781 -5.6279 1.297 -0.777 -0.293 -0.272
C -1.4628 -3.1285 -5.5929 -1.268 0.941 1.500 0.001
C -2.3188 -2.7601 -4.5085 -0.273 -0.623 -1.932 -0.074
C -1.8794 -1.8783 -3.5791 0.910 1.413 1.601 -0.108
C -0.5855 -1.3128 -3.6332 -0.713 -1.142 0.176 -0.061
C 0.2582 -1.7654 -4.6274 0.433 1.105 0.217 -0.008
H -1.8173 -3.7599 -6.3496 -0.315 -0.829 -0.962 0.102
H -3.3626 -3.0917 -4.5512 0.504 -0.167 0.316 0.111
H -2.3971 -1.5692 -2.6658 -0.524 -0.344 -0.550 0.093
H -0.3489 -0.6348 -2.8119 0.426 -0.173 -0.628 0.071
H 1.2939 -1.4795 -4.7082 0.172 0.267 0.086 0.119
O 0.4524 1.5603 3.8326 1.049 -0.034 0.168 0.097
C 1.5345 1.0782 3.5708 -0.835 1.059 -0.693 -0.419
O 2.5324 1.8202 2.9646 -1.627 -0.007 1.645 0.032
C 3.5185 0.9583 2.4897 2.785 -0.513 -0.472 -0.187
C 3.3480 -0.4007 3.1590 0.019 -0.827 0.555 -0.136
C 1.8879 -0.3737 3.5666 -0.212 -0.444 -0.084 -0.074
H 4.5746 1.3411 2.6546 -1.406 -0.012 0.045 0.150
H 3.3808 0.9266 1.4242 0.018 -0.401 -0.670 0.099
H 3.9576 -0.5317 4.0564 0.124 0.466 -0.040 0.118
H 3.6058 -1.2789 2.5526 -0.150 0.502 -0.266 0.118
H 1.6210 -0.9248 4.4891 0.093 0.506 -0.551 0.145
H 1.2613 -0.7243 2.7363 -0.025 -0.320 0.226 0.120
O -0.3627 -2.8521 0.1291 0.170 2.753 -2.326 0.145
C -0.4731 -3.7913 0.8010 0.649 -3.199 1.906 -0.432
O -0.5687 -3.6783 2.1613 0.358 1.374 -0.990 0.045
C -0.8930 -4.8876 2.7526 -1.385 -0.878 0.790 -0.194
C -0.8203 -5.9349 1.6907 1.057 -2.343 -0.123 -0.163
C -0.3518 -5.2726 0.4250 -0.238 0.442 -0.331 -0.047
H -1.9275 -4.8262 3.0852 0.009 0.155 0.485 0.130
H -0.2526 -5.1524 3.5874 0.185 0.515 0.134 0.130
H -1.7353 -6.4875 1.5409 -0.493 0.209 -0.031 0.117
H -0.1333 -6.7014 2.0469 0.198 -0.113 -0.268 0.119
H -0.9376 -5.5866 -0.4289 -0.566 0.515 -0.167 0.127
H 0.6533 -5.4840 0.0349 0.105 0.251 0.779 0.125
O -3.6867 2.1093 1.6117 0.924 0.927 2.052 -0.058
C -3.1384 2.5035 2.7016 -0.342 -1.979 -0.642 -0.347
O -3.4699 1.9392 3.8267 -1.284 -0.836 -1.611 0.114
C -2.4998 2.1604 4.8520 -0.293 1.796 0.633 -0.097
C -1.8927 3.4888 4.4311 -1.187 0.291 0.078 -0.110
C -2.0365 3.4440 2.9096 1.200 0.558 0.510 -0.059
H -1.8249 1.3293 4.8611 0.311 -0.401 0.144 0.122
H -3.0513 2.3567 5.7681 0.071 -0.815 0.128 0.141
H -0.9149 3.5790 4.8307 0.990 0.282 -0.053 0.109
H -2.5445 4.2841 4.8483 0.503 -0.285 -0.261 0.137
H -1.1018 3.1712 2.4317 0.107 -0.853 -0.201 0.127
H -2.2213 4.3797 2.4512 -0.589 1.156 -0.395 0.123
O 0.3139 1.4234 -2.4296 0.615 0.332 0.329 0.078
C 0.8764 2.4743 -2.1860 -1.046 -1.764 0.197 -0.484
O 0.5314 3.5543 -2.8520 -0.017 1.255 0.267 0.075
C 1.0310 4.7083 -2.1757 0.114 1.935 0.954 -0.134
C 1.8105 4.2738 -0.9141 1.146 -1.208 -0.741 -0.109
C 1.8952 2.7426 -1.1110 -1.028 -0.096 0.913 -0.063
H 0.2306 5.4549 -1.9172 0.310 -1.164 -0.371 0.139
H 1.7090 5.2492 -2.8071 0.233 0.051 -0.747 0.115
H 1.3559 4.5330 0.0118 -0.687 0.148 0.603 0.098
H 2.8450 4.6515 -0.8606 -0.563 0.248 -0.292 0.122
H 1.6361 2.1226 -0.2205 0.171 0.566 -0.606 0.122
H 2.8465 2.3972 -1.4662 0.629 -0.042 -0.228 0.108
```
Forces are in eV/Å.

- molecular weight (g/mol) = 810.840
- net charge = +1
- highest occupied orbital energy (hartree) = -0.403
- LUMO energy (eV) = -2.886


Entry 3:
Molecular formula: C31H37FeN2O2
Method: DFT, ωB97M-V/def2-TZVPD

Geometry as XYZ:
```
73
Properties=species:S:1:pos:R:3:forces:R:3:lowdin_spin:R:1
C -2.1363 -2.6342 -0.6177 -0.730 -0.204 -0.288 0.013
C -0.9832 -2.1657 0.2043 1.443 -0.658 -0.375 0.098
C 0.2522 -1.9199 -0.3063 -1.088 0.665 2.063 0.079
Fe 1.2324 -2.0426 -2.0332 -5.849 2.538 3.871 3.130
C 1.2408 -0.2122 -2.1402 0.244 7.265 -0.568 0.064
O 1.0235 0.9363 -2.2104 0.376 -3.331 0.397 0.010
C -0.3020 -1.6749 -3.0371 -5.780 1.214 -3.595 0.064
O -1.2524 -1.2089 -3.5237 2.766 -1.234 1.597 0.009
C 3.0393 -2.5945 -1.3289 1.880 -1.434 -0.601 0.112
C 3.0759 -2.1539 -2.7081 2.346 -1.836 -0.430 0.093
C 2.1534 -2.9730 -3.4598 2.541 -1.741 -0.929 0.066
C 1.5739 -3.9352 -2.5497 1.258 -1.504 -0.504 0.088
C 2.1084 -3.6908 -1.2383 1.862 -1.231 -0.539 0.107
H -2.8731 -3.1304 0.0325 0.136 0.087 -0.348 0.000
H -2.6546 -1.8060 -1.1325 0.113 -0.202 0.187 0.005
H -1.8324 -3.3468 -1.4064 -0.061 0.281 0.410 0.002
H -1.1289 -2.1972 1.2898 -0.034 0.124 -0.181 0.008
H -0.4296 -0.0382 0.2050 -0.018 -0.263 0.174 0.001
H 1.0215 -1.6111 0.4595 -0.643 -0.370 -0.400 0.012
H 3.6572 -2.2158 -0.5114 -0.409 0.022 -0.361 0.009
H 3.7307 -1.3847 -3.1119 -0.331 -0.152 0.139 0.004
H 1.9947 -2.9355 -4.5327 -0.017 0.071 0.283 0.006
H 0.9013 -4.7525 -2.8169 0.151 0.521 0.081 0.007
H 1.8966 -4.2751 -0.3488 -0.114 0.321 -0.200 0.005
C 4.6917 -1.6343 4.2488 0.104 -0.208 0.107 0.000
C 3.5984 -0.9610 3.4663 0.067 0.124 -0.219 0.000
C 3.9317 -0.2106 2.3362 -0.297 0.039 0.121 0.000
C 2.9654 0.5047 1.6291 -0.078 -0.327 0.307 0.000
C 3.3722 1.2693 0.4101 0.243 0.205 -0.409 0.001
C 1.6354 0.4648 2.0778 0.532 -0.197 0.307 0.001
N 0.6841 1.3246 1.4250 -0.821 -0.570 -0.619 0.000
C -0.2596 0.9655 0.5613 0.349 1.863 -0.034 0.001
N -0.9351 2.0061 0.0717 0.626 -1.025 0.460 0.001
C -2.1445 1.8923 -0.6723 -0.627 -0.294 -0.501 0.000
C -3.1678 1.0362 -0.2123 -0.423 0.583 -0.447 0.000
C -3.1347 0.2167 1.0343 -0.050 -0.270 0.648 0.001
C -4.3720 1.0110 -0.9201 0.430 0.228 -0.186 0.000
C -4.5771 1.8014 -2.0493 0.079 0.114 0.141 0.000
C -5.9201 1.7989 -2.7191 -0.161 -0.002 -0.232 0.000
C -3.5295 2.5994 -2.5130 -0.117 -0.232 0.232 0.000
C -2.2982 2.6348 -1.8567 -0.371 -0.273 0.171 0.000
C -1.2043 3.4489 -2.4741 0.252 0.328 -0.282 0.000
C -0.4330 3.2491 0.6585 -0.610 0.859 -0.155 0.000
C 0.6856 2.7905 1.5603 0.810 0.001 0.922 0.000
C 1.2607 -0.3344 3.1744 0.377 0.203 -0.322 0.001
C -0.1568 -0.4275 3.6422 -0.422 -0.211 0.370 0.000
C 2.2570 -1.0556 3.8400 0.030 0.220 -0.179 0.000
H 4.2819 -2.1740 5.1091 0.150 0.083 -0.165 0.000
H 5.2427 -2.3461 3.6188 -0.149 0.131 0.166 0.000
H 5.4241 -0.9001 4.6157 -0.263 -0.173 -0.090 0.000
H 4.9730 -0.1678 2.0067 -0.289 -0.003 0.080 0.000
H 2.5346 1.4412 -0.2715 0.157 0.061 0.133 0.001
H 3.8158 2.2416 0.6732 -0.103 -0.229 -0.104 0.000
H 4.1323 0.7031 -0.1477 -0.171 0.214 0.169 0.000
H -3.4848 -0.8015 0.8195 0.166 0.252 0.096 0.000
H -2.1523 0.1433 1.5031 -0.243 -0.029 0.004 0.000
H -3.8247 0.6291 1.7859 0.200 -0.034 -0.197 0.000
H -5.1819 0.3786 -0.5586 0.152 0.078 -0.053 0.000
H -5.8880 2.3745 -3.6490 -0.091 -0.119 0.139 0.000
H -6.2351 0.7750 -2.9525 0.046 0.193 0.004 0.000
H -6.6930 2.2351 -2.0714 0.231 -0.068 -0.122 0.000
H -3.6705 3.2087 -3.4106 0.073 -0.230 0.261 0.000
H -1.1164 3.1927 -3.5407 0.006 0.078 0.335 0.000
H -1.4482 4.5208 -2.4252 0.152 -0.244 0.030 0.000
H -0.2289 3.2809 -2.0143 -0.147 0.008 -0.163 0.000
H -0.0701 3.9346 -0.1148 -0.209 -0.169 0.159 0.000
H -1.2304 3.7559 1.2213 0.130 -0.176 -0.248 0.000
H 0.5117 3.0539 2.6102 0.129 -0.043 -0.184 0.000
H 1.6602 3.1896 1.2585 -0.179 -0.118 0.097 0.000
H -0.2026 -1.1243 4.4905 -0.088 0.232 -0.236 0.000
H -0.5569 0.5356 3.9929 0.116 -0.187 -0.189 0.000
H -0.8297 -0.8230 2.8683 0.193 0.174 0.188 0.000
H 1.9784 -1.6856 4.6868 0.066 0.213 -0.195 0.000
```
Forces are in eV/Å.

- molecular weight (g/mol) = 525.494
- net charge = +1
- ⟨S²⟩ = 6.08
- spin multiplicity = 5
- highest occupied orbital energy (spin up / spin down) (hartree) = -0.318 / -0.419
- LUMO energy (spin up / spin down) (eV) = -2.366 / -4.015